Molecular formula: C19H32AlF6GeN2O7S3
Method: DFT, ωB97M-V/def2-TZVPD

Last column: Löwdin charge in e.
CARTESIAN COORDINATES (ANGSTROEM)
Al: -1.075 0.274 -0.423  -0.340
C: 1.177 0.372 2.308  -0.020
C: 0.144 1.579 2.167  -0.591
C: -0.914 1.292 3.270  0.020
C: 0.932 2.848 2.279  -0.047
O: -0.581 1.563 0.932  -0.252
Ge: -0.174 2.780 -0.614  1.336
O: 0.608 0.974 -1.227  -0.256
C: 1.688 1.070 -2.130  -0.708
C: 2.800 1.901 -1.516  -0.038
C: 2.096 -0.387 -2.368  -0.010
C: 1.233 1.678 -3.424  -0.029
O: -1.827 1.721 -1.226  -0.269
C: -3.091 2.270 -1.653  -0.647
C: -3.825 1.075 -2.268  0.007
C: -3.650 3.005 -0.459  0.004
C: -2.763 3.220 -2.769  -0.043
H: 1.435 0.401 3.372  0.106
H: 0.685 -0.594 2.072  0.053
H: 2.016 0.518 1.631  0.066
H: -0.458 0.992 4.200  0.094
H: -1.545 2.156 3.340  0.100
H: -1.472 0.448 2.891  0.056
H: 1.302 3.039 3.325  0.136
H: 1.758 2.797 1.596  0.070
H: 0.354 3.690 1.995  0.063
H: 3.156 1.424 -0.605  0.066
H: 3.691 1.961 -2.188  0.114
H: 2.519 2.971 -1.364  0.082
H: 2.227 -0.989 -1.444  0.075
H: 1.298 -0.883 -2.940  0.085
H: 3.028 -0.360 -2.928  0.101
H: 0.938 2.755 -3.347  0.099
H: 2.069 1.652 -4.142  0.109
H: 0.399 1.148 -3.895  0.101
H: -4.114 0.310 -1.540  0.066
H: -4.755 1.494 -2.738  0.121
H: -3.141 0.661 -3.057  0.112
H: -3.673 2.266 0.350  0.091
H: -3.034 3.831 -0.119  0.089
H: -4.629 3.353 -0.739  0.102
H: -2.219 2.688 -3.571  0.100
H: -3.705 3.696 -3.128  0.117
H: -2.136 4.086 -2.448  0.087
F: -3.519 -0.785 3.176  0.135
C: -3.182 -1.873 2.400  -0.599
F: -2.006 -2.322 2.823  0.146
F: -4.057 -2.866 2.621  0.145
S: -3.365 -1.564 0.561  0.754
O: -2.809 -0.152 0.480  -0.223
O: -4.765 -1.687 0.329  -0.164
N: -2.478 -2.699 -0.141  -0.259
S: -0.984 -2.250 -0.619  0.981
O: -1.273 -1.159 -1.720  -0.243
O: -0.279 -1.308 0.326  -0.261
C: -0.007 -3.543 -1.930  -0.461
F: 1.336 -3.511 -1.702  0.152
F: -0.425 -4.790 -1.686  0.181
F: -0.305 -3.222 -3.206  0.204
S: 5.275 -0.882 1.000  0.975
C: 4.308 -2.208 1.384  -0.652
N: 2.905 -2.179 1.533  0.095
C: 2.215 -3.166 2.178  -0.055
C: 2.839 -4.346 2.473  0.005
C: 4.275 -4.498 2.177  0.048
C: 4.949 -3.432 1.616  -0.084
H: 2.429 -1.305 1.324  0.087
H: 1.194 -2.943 2.426  0.127
H: 2.242 -5.115 3.015  0.139
H: 4.751 -5.471 2.362  0.141
H: 5.963 -3.467 1.342  0.105

Computed properties:
Molecular weight: 710.25 g mol⁻¹
Total charge: +2
Energy above the lowest of the compared OMol25 structures with the same formula, charge and spin: 51.97 kcal/mol
DFT total energy: -149444.416 eV
LUMO (alpha / beta): -8.46 / -9.41 eV
2S+1: 2



Molecular formula: C8H14
Method: DFT, ωB97M-V/def2-TZVPD

Last column: Löwdin charge in e.
CARTESIAN COORDINATES (ANGSTROEM)
C: -1.205 -2.059 -0.542  0.016
C: 0.109 -2.099 -0.367  -0.204
C: 0.993 -1.139 0.157  -0.379
C: 2.270 -1.489 0.302  0.092
C: 0.343 0.112 0.539  -0.195
C: 0.103 1.069 -0.682  -0.208
C: -1.196 1.767 -0.285  -0.291
C: -1.076 2.893 0.820  -0.106
H: -1.645 -2.871 -1.246  0.094
H: -1.801 -1.204 -0.242  0.041
H: 0.572 -3.123 -0.636  0.132
H: 3.088 -0.976 0.704  0.052
H: 2.537 -2.464 0.066  0.039
H: -0.633 0.117 1.180  0.145
H: 1.116 0.728 1.107  0.130
H: 0.071 0.484 -1.662  0.133
H: 0.938 1.791 -0.772  0.112
H: -2.037 1.087 -0.097  0.092
H: -1.347 2.222 -1.243  0.085
H: -0.749 2.630 1.871  0.075
H: -0.281 3.575 0.360  0.079
H: -1.867 3.680 0.953  0.067

Computed properties:
Molecular weight: 110.20 g mol⁻¹
Energy above the lowest of the compared OMol25 structures with the same formula, charge and spin: 65.25 kcal/mol
SMILES string: C=CC(=C)CCCC
DFT total energy: -8520.250 eV
LUMO: 0.91 eV



Molecular formula: C17H22F12NO10S
Method: DFT, ωB97M-V/def2-TZVPD

Last column: Löwdin charge in e.
CARTESIAN COORDINATES (ANGSTROEM)
O: 1.157 -1.484 0.788  0.145
C: 1.436 -0.899 -0.189  -0.536
O: 0.980 -1.377 -1.395  0.054
C: 2.329 0.330 -0.082  -0.114
C: 1.599 1.639 0.306  -0.169
C: 0.528 2.049 -0.763  -0.318
N: -0.533 2.921 -0.257  -0.213
S: -1.627 2.150 0.567  0.559
O: -1.217 1.627 1.858  -0.336
O: -2.763 3.033 0.743  -0.363
C: -2.327 0.693 -0.364  -0.715
F: -3.529 0.447 0.139  0.123
F: -1.646 -0.425 -0.166  0.130
F: -2.480 0.898 -1.650  0.143
H: 0.199 -0.887 -1.687  0.065
H: 3.113 0.080 0.638  0.106
H: 2.822 0.516 -1.048  0.116
H: 2.357 2.433 0.276  0.102
H: 1.184 1.621 1.315  0.095
H: 0.151 1.170 -1.325  0.074
H: 1.079 2.638 -1.512  0.100
C: -4.226 4.084 3.151  -0.056
C: -4.404 3.339 4.454  -0.177
O: -5.209 4.088 5.404  0.029
C: -6.512 4.103 5.189  -0.416
O: -7.088 3.557 4.294  0.166
C: -7.212 4.910 6.290  -0.531
F: -6.626 6.102 6.491  0.154
F: -7.186 4.251 7.464  0.151
F: -8.495 5.143 5.994  0.157
H: -3.805 5.075 3.334  0.086
H: -3.560 3.530 2.482  0.045
H: -5.179 4.230 2.642  0.079
H: -3.434 3.199 4.928  0.125
H: -4.834 2.350 4.299  0.127
C: 4.450 -5.035 3.687  -0.063
C: 3.676 -5.158 2.391  -0.192
O: 4.025 -4.114 1.467  0.041
C: 5.185 -4.242 0.842  -0.400
O: 5.960 -5.145 0.976  0.162
C: 5.386 -3.067 -0.121  -0.533
F: 5.151 -1.892 0.480  0.165
F: 4.553 -3.155 -1.171  0.166
F: 6.631 -3.025 -0.608  0.160
H: 4.304 -4.046 4.124  0.086
H: 4.124 -5.792 4.400  0.080
H: 5.521 -5.157 3.523  0.073
H: 2.612 -5.043 2.587  0.129
H: 3.816 -6.134 1.926  0.126
C: 2.123 -1.271 -7.695  -0.065
C: 1.837 -1.979 -6.386  -0.197
O: 0.988 -1.193 -5.535  0.037
C: -0.300 -1.162 -5.859  -0.392
O: -0.799 -1.730 -6.786  0.166
C: -1.074 -0.313 -4.845  -0.532
F: -0.484 0.873 -4.634  0.169
F: -1.152 -0.940 -3.659  0.163
F: -2.320 -0.066 -5.252  0.173
H: 2.547 -0.283 -7.507  0.084
H: 2.822 -1.850 -8.298  0.080
H: 1.212 -1.124 -8.273  0.074
H: 2.766 -2.123 -5.836  0.126
H: 1.400 -2.965 -6.546  0.126

Computed properties:
Molecular weight: 660.40 g mol⁻¹
Total charge: -1
DFT total energy: -83398.188 eV
LUMO: 2.21 eV



Molecular formula: H3NO2S2
Method: DFT, ωB97M-V/def2-TZVPD

Last column: Löwdin charge in e.
CARTESIAN COORDINATES (ANGSTROEM)
N: -0.339 -0.470 0.295  -0.076
O: 2.167 1.429 0.153  -0.657
O: 0.723 -1.328 0.440  -0.383
S: 4.150 -0.500 -0.729  0.289
S: 2.950 0.284 0.589  0.359
H: -1.073 -0.523 1.117  0.186
H: -0.811 -0.941 -0.525  0.161
H: 0.000 0.495 0.086  0.122

Computed properties:
Molecular weight: 113.16 g mol⁻¹
Energy above the lowest of the compared OMol25 structures with the same formula, charge and spin: 29.08 kcal/mol
DFT total energy: -27298.791 eV
LUMO (alpha / beta): 0.43 / -3.11 eV
2S+1: 3



Look up the DFT total energy of the third one. -83398.188 eV



The highest molecular weight belongs to which entry? C19H32AlF6GeN2O7S3



Which formula does entry 4 have? H3NO2S2